Entry 1:
Here is a 8-piece molecular cluster, H16O8 overall from the OMol25 dataset. Energies are from the ωB97M-V functional and the def2-TZVPD basis.

- DFT total energy: -16638.1003 eV
- Structure (SMILES): O.O.O.O.O.O.O.O
- Gap between HOMO and LUMO: 11.48 eV
- Net charge: 0
- 2S+1: 1
- Maximum force: 0.106 Eh/bohr
- Relative energy (zero: lowest compared OMol25 entry of this formula, charge and spin): 377.29 kJ/mol
- HOMO level: -0.4139 Eh

Each line ends with the Löwdin charge.
Positions of all 24 atoms, in Å:
O  0.09  0.36  -0.90  -0.067
H  0.47  -0.51  -1.24  0.034
H  -0.67  0.17  -0.38  0.016
O  3.16  -3.54  -0.58  -0.072
H  3.35  -4.35  -0.10  0.031
H  3.99  -3.02  -0.76  0.067
O  0.34  -2.43  -1.98  -0.002
H  -0.30  -2.12  -1.44  -0.041
H  1.12  -2.14  -1.49  0.033
O  -2.92  -3.16  1.10  -0.080
H  -2.58  -4.05  0.75  0.076
H  -3.77  -3.43  1.41  0.006
O  -0.76  5.44  -0.49  0.000
H  -1.65  5.57  -0.16  0.045
H  -0.66  4.60  -0.77  -0.045
O  1.97  0.31  3.03  -0.111
H  2.45  -0.60  3.09  0.085
H  2.36  0.91  3.68  0.027
O  4.01  2.65  -0.37  -0.059
H  3.22  2.87  -0.88  0.035
H  3.70  2.70  0.53  0.021
O  -5.83  0.74  0.03  -0.090
H  -6.37  0.01  -0.24  0.002
H  -5.10  0.56  -0.68  0.088

=====

Entry 2:
Here is a 8-piece molecular cluster, H16O8 overall from the OMol25 dataset. Energies are from the ωB97M-V functional and the def2-TZVPD basis.

- DFT total energy: -16639.1999 eV
- Structure (SMILES): O.O.O.O.O.O.O.O
- Gap between HOMO and LUMO: 11.23 eV
- Net charge: 0
- 2S+1: 1
- Maximum force: 0.007 Eh/bohr
- Relative energy (zero: lowest compared OMol25 entry of this formula, charge and spin): 271.19 kJ/mol
- HOMO level: -0.4100 Eh

Each line ends with the Löwdin charge.
Positions of all 24 atoms, in Å:
O  -4.48  -0.77  -2.26  -0.054
H  -4.32  -0.29  -1.44  0.025
H  -5.43  -0.75  -2.37  0.027
O  4.47  -2.59  -3.18  -0.056
H  4.47  -3.45  -2.74  0.031
H  3.75  -2.64  -3.80  0.028
O  -2.26  2.20  0.21  -0.048
H  -1.97  1.85  1.06  0.022
H  -1.64  2.91  0.03  0.030
O  0.75  3.19  3.20  -0.052
H  0.34  4.05  3.20  0.030
H  1.46  3.25  3.84  0.034
O  5.25  1.74  -2.81  -0.055
H  6.15  1.62  -2.51  0.029
H  5.02  0.90  -3.22  0.023
O  0.29  -1.17  -0.42  -0.049
H  0.88  -0.73  -1.03  0.031
H  -0.10  -0.46  0.09  0.019
O  -2.32  1.40  5.13  -0.051
H  -1.54  1.63  4.63  0.012
H  -2.53  2.19  5.63  0.029
O  -1.90  -5.03  -0.38  -0.054
H  -1.52  -4.16  -0.40  0.023
H  -2.84  -4.89  -0.45  0.027

=====

Entry 3:
Here is a 8-piece molecular cluster, H16O8 overall from the OMol25 dataset. Energies are from the ωB97M-V functional and the def2-TZVPD basis.

- DFT total energy: -16641.9104 eV
- Structure (SMILES): O.O.O.O.O.O.O.O
- Gap between HOMO and LUMO: 11.82 eV
- Net charge: 0
- 2S+1: 1
- Maximum force: 0.035 Eh/bohr
- Relative energy (zero: lowest compared OMol25 entry of this formula, charge and spin): 9.66 kJ/mol
- HOMO level: -0.4134 Eh

Each line ends with the Löwdin charge.
Positions of all 24 atoms, in Å:
O  -1.62  0.10  -1.52  -0.052
H  -0.82  -0.15  -1.98  0.010
H  -1.50  1.02  -1.15  0.062
O  0.88  -0.67  -2.20  -0.084
H  0.84  -1.32  -1.46  0.011
H  1.25  -1.10  -2.98  0.079
O  -1.87  -1.34  0.58  -0.105
H  -1.87  -0.81  -0.29  0.013
H  -2.74  -1.77  0.62  0.071
O  0.67  -2.19  -0.09  -0.075
H  -0.28  -2.19  0.15  0.035
H  1.12  -1.65  0.60  0.028
O  1.81  1.35  -0.54  -0.069
H  1.73  0.64  -1.22  0.026
H  2.01  0.85  0.27  0.017
O  -0.75  0.67  2.23  -0.052
H  -1.37  0.02  1.85  0.030
H  -0.85  1.44  1.65  0.036
O  -0.63  2.34  -0.02  -0.089
H  0.28  2.02  -0.23  0.003
H  -0.61  3.30  -0.25  0.095
O  1.57  -0.29  1.62  -0.087
H  0.67  0.00  1.93  0.009
H  2.07  -0.30  2.45  0.089

=====

Entry 4:
Here is a 8-piece molecular cluster, H16O8 overall from the OMol25 dataset. Energies are from the ωB97M-V functional and the def2-TZVPD basis.

- DFT total energy: -16640.1868 eV
- Structure (SMILES): O.O.O.O.O.O.O.O
- Gap between HOMO and LUMO: 10.74 eV
- Net charge: 0
- 2S+1: 1
- Maximum force: 0.047 Eh/bohr
- Relative energy (zero: lowest compared OMol25 entry of this formula, charge and spin): 175.97 kJ/mol
- HOMO level: -0.3907 Eh

Each line ends with the Löwdin charge.
Positions of all 24 atoms, in Å:
O  -0.75  -0.38  -2.75  -0.036
H  0.18  -0.30  -2.53  0.009
H  -0.81  0.05  -3.59  0.044
O  -1.07  -2.33  1.56  -0.024
H  -1.11  -1.45  1.18  -0.012
H  -0.94  -2.93  0.87  0.025
O  1.33  -1.84  2.84  -0.094
H  0.46  -1.95  2.42  -0.016
H  1.30  -2.23  3.74  0.058
O  1.25  -1.46  -0.09  -0.014
H  1.92  -1.82  0.47  0.050
H  1.58  -1.43  -0.98  0.048
O  -1.23  2.98  -2.39  -0.030
H  -1.00  2.19  -1.96  -0.033
H  -1.32  3.61  -1.69  0.036
O  -0.96  0.07  0.37  -0.043
H  -1.53  0.06  -0.40  0.073
H  -0.15  -0.30  0.07  -0.005
O  1.36  1.65  -1.57  -0.052
H  1.41  2.48  -2.08  0.059
H  1.10  1.80  -0.67  0.035
O  -0.38  1.52  2.51  -0.077
H  -0.82  1.16  1.72  -0.017
H  0.17  0.86  2.94  0.015

=====

Entry 5:
Here is a 8-piece molecular cluster, H16O8 overall from the OMol25 dataset. Energies are from the ωB97M-V functional and the def2-TZVPD basis.

- DFT total energy: -16639.3608 eV
- Structure (SMILES): O.O.O.O.O.O.O.O
- Gap between HOMO and LUMO: 11.28 eV
- Net charge: 0
- 2S+1: 1
- Maximum force: 0.007 Eh/bohr
- Relative energy (zero: lowest compared OMol25 entry of this formula, charge and spin): 255.66 kJ/mol
- HOMO level: -0.4216 Eh

Each line ends with the Löwdin charge.
Positions of all 24 atoms, in Å:
O  0.46  0.02  -1.30  -0.053
H  1.01  0.21  -0.54  0.025
H  -0.37  -0.27  -0.93  0.020
O  2.91  2.83  -1.51  -0.058
H  2.88  2.56  -0.58  0.031
H  2.26  2.27  -1.94  0.021
O  -2.66  0.49  -1.16  -0.052
H  -2.45  0.59  -2.10  0.051
H  -2.54  1.38  -0.80  0.026
O  4.19  -1.30  -0.93  -0.058
H  3.66  -2.09  -1.07  0.031
H  4.06  -0.79  -1.75  0.039
O  -0.53  2.75  2.48  -0.055
H  -1.31  2.75  1.91  0.007
H  -0.10  3.59  2.29  0.039
O  1.62  -2.33  0.91  -0.050
H  1.37  -1.57  0.37  -0.006
H  2.58  -2.24  1.01  0.029
O  -3.71  1.96  1.39  -0.049
H  -2.97  1.37  1.21  0.014
H  -4.49  1.42  1.20  0.051
O  -2.16  -4.67  0.92  -0.061
H  -1.51  -3.96  0.91  0.026
H  -2.20  -4.96  0.00  0.032

=====

Entry 6:
Here is a 8-piece molecular cluster, H16O8 overall from the OMol25 dataset. Energies are from the ωB97M-V functional and the def2-TZVPD basis.

- DFT total energy: -16639.6005 eV
- Structure (SMILES): O.O.O.O.O.O.O.O
- Gap between HOMO and LUMO: 10.40 eV
- Net charge: 0
- 2S+1: 1
- Maximum force: 0.052 Eh/bohr
- Relative energy (zero: lowest compared OMol25 entry of this formula, charge and spin): 232.53 kJ/mol
- HOMO level: -0.3779 Eh

Each line ends with the Löwdin charge.
Positions of all 24 atoms, in Å:
O  3.65  -1.71  1.38  -0.074
H  2.71  -1.86  1.47  -0.054
H  3.62  -0.94  0.82  -0.028
O  -0.27  -0.10  0.39  -0.021
H  -0.64  0.49  1.03  0.053
H  0.13  -0.80  0.90  0.002
O  -1.63  2.80  -0.13  -0.029
H  -1.79  3.39  -0.82  0.032
H  -0.75  2.52  -0.37  -0.008
O  1.16  -2.41  1.18  -0.042
H  1.25  -2.58  0.23  0.083
H  1.10  -3.34  1.49  0.106
O  0.54  2.33  -1.46  0.015
H  0.34  1.46  -1.68  0.022
H  0.53  2.76  -2.30  0.064
O  -3.25  0.75  -0.13  -0.110
H  -2.85  1.65  -0.16  -0.017
H  -4.20  1.02  -0.17  0.056
O  -2.35  -2.25  -0.06  -0.091
H  -1.81  -1.48  0.17  -0.020
H  -3.19  -1.98  0.37  0.037
O  2.78  0.19  -0.44  0.002
H  3.04  -0.31  -1.19  0.052
H  1.88  0.40  -0.53  -0.029

=====

Entry 7:
Here is a 8-piece molecular cluster, H16O8 overall from the OMol25 dataset. Energies are from the ωB97M-V functional and the def2-TZVPD basis.

- DFT total energy: -16639.6961 eV
- Structure (SMILES): O.O.O.O.O.O.O.O
- Gap between HOMO and LUMO: 10.37 eV
- Net charge: 0
- 2S+1: 1
- Maximum force: 0.067 Eh/bohr
- Relative energy (zero: lowest compared OMol25 entry of this formula, charge and spin): 223.31 kJ/mol
- HOMO level: -0.3712 Eh

Each line ends with the Löwdin charge.
Positions of all 24 atoms, in Å:
O  -2.95  15.00  4.57  -0.018
H  -2.59  15.74  4.11  0.047
H  -2.19  14.42  4.65  0.063
O  -8.15  15.93  7.83  -0.037
H  -7.92  15.12  8.34  0.086
H  -8.52  15.46  7.09  0.044
O  -3.28  17.40  7.27  -0.065
H  -4.13  17.02  7.10  -0.043
H  -3.28  18.30  6.92  0.036
O  -5.29  13.05  7.56  -0.039
H  -4.39  13.11  7.85  0.033
H  -5.40  13.92  7.24  -0.032
O  -5.63  15.24  3.84  -0.045
H  -5.75  14.50  3.23  0.064
H  -4.74  15.19  4.17  -0.029
O  -5.53  16.04  6.46  -0.020
H  -5.54  15.84  5.55  -0.011
H  -6.36  16.40  6.64  -0.025
O  -6.80  18.42  7.02  -0.036
H  -7.62  17.89  7.26  0.071
H  -7.10  18.94  6.32  0.018
O  -5.42  17.45  9.37  -0.079
H  -5.83  17.73  8.55  -0.034
H  -4.64  18.06  9.40  0.051

=====

Entry 8:
Here is a 8-piece molecular cluster, H16O8 overall from the OMol25 dataset. Energies are from the ωB97M-V functional and the def2-TZVPD basis.

- DFT total energy: -16639.0241 eV
- Structure (SMILES): O.O.O.O.O.O.O.O
- Gap between HOMO and LUMO: 11.23 eV
- Net charge: 0
- 2S+1: 1
- Maximum force: 0.007 Eh/bohr
- Relative energy (zero: lowest compared OMol25 entry of this formula, charge and spin): 288.15 kJ/mol
- HOMO level: -0.4246 Eh

Each line ends with the Löwdin charge.
Positions of all 24 atoms, in Å:
O  -0.91  0.94  0.34  -0.054
H  -1.21  0.71  -0.55  0.012
H  -0.04  0.54  0.40  0.028
O  -1.23  4.83  3.67  -0.063
H  -1.11  4.42  2.81  0.032
H  -0.46  4.55  4.17  0.031
O  1.57  -1.78  1.84  -0.064
H  0.62  -1.91  1.95  0.027
H  1.86  -1.46  2.70  0.033
O  -0.74  -2.29  -0.57  -0.045
H  -0.86  -1.38  -0.88  0.004
H  -1.28  -2.81  -1.18  0.043
O  0.32  -2.77  -4.00  -0.059
H  0.94  -3.07  -3.32  0.038
H  0.02  -1.91  -3.68  0.018
O  4.78  -0.09  -1.49  -0.059
H  4.11  -0.01  -0.81  0.030
H  4.72  0.73  -1.98  0.029
O  -4.08  -1.41  2.52  -0.064
H  -3.92  -1.44  3.47  0.031
H  -4.23  -0.47  2.34  0.032
O  0.28  2.25  -2.25  -0.051
H  -0.30  1.80  -2.88  0.035
H  1.17  2.06  -2.59  0.036

=====

Entry 9:
Here is a 8-piece molecular cluster, H16O8 overall from the OMol25 dataset. Energies are from the ωB97M-V functional and the def2-TZVPD basis.

- DFT total energy: -16638.6870 eV
- Structure (SMILES): O.O.O.O.O.O.O.O
- Gap between HOMO and LUMO: 11.00 eV
- Net charge: 0
- 2S+1: 1
- Maximum force: 0.031 Eh/bohr
- Relative energy (zero: lowest compared OMol25 entry of this formula, charge and spin): 320.68 kJ/mol
- HOMO level: -0.4184 Eh

Each line ends with the Löwdin charge.
Positions of all 24 atoms, in Å:
O  0.43  -0.34  -0.51  -0.071
H  0.15  0.48  -0.08  0.050
H  -0.35  -0.62  -1.00  0.084
O  -5.16  0.50  -1.14  -0.064
H  -4.43  1.13  -1.03  0.012
H  -5.39  0.58  -2.07  0.031
O  2.46  -0.14  0.63  -0.053
H  2.15  -1.00  0.33  0.056
H  1.85  0.48  0.22  0.024
O  -2.54  1.61  0.85  -0.041
H  -1.77  2.20  0.81  0.035
H  -2.17  0.75  1.08  0.027
O  1.29  -2.75  -2.26  -0.051
H  2.19  -3.07  -2.37  0.040
H  1.24  -2.49  -1.34  0.005
O  3.13  3.14  -1.44  -0.054
H  3.44  2.23  -1.34  0.029
H  2.17  3.05  -1.46  0.026
O  -0.75  -2.10  1.17  -0.058
H  -0.30  -1.45  1.71  -0.003
H  -1.06  -2.76  1.80  0.050
O  1.07  0.19  2.70  -0.068
H  1.29  -0.72  2.94  0.040
H  1.47  0.32  1.83  -0.046

=====

Entry 10:
Here is a 8-piece molecular cluster, H16O8 overall from the OMol25 dataset. Energies are from the ωB97M-V functional and the def2-TZVPD basis.

- DFT total energy: -16639.0318 eV
- Structure (SMILES): O.O.O.O.O.O.O.O
- Gap between HOMO and LUMO: 11.77 eV
- Net charge: 0
- 2S+1: 1
- Maximum force: 0.006 Eh/bohr
- Relative energy (zero: lowest compared OMol25 entry of this formula, charge and spin): 287.41 kJ/mol
- HOMO level: -0.4208 Eh

Each line ends with the Löwdin charge.
Positions of all 24 atoms, in Å:
O  -0.42  -0.82  0.13  -0.056
H  0.29  -1.33  -0.26  0.028
H  -0.44  -1.11  1.05  0.028
O  1.94  -5.76  -1.59  -0.055
H  1.51  -6.50  -1.16  0.028
H  2.88  -5.94  -1.49  0.026
O  3.21  3.19  0.08  -0.055
H  3.36  4.13  0.03  0.027
H  2.37  3.06  -0.35  0.027
O  -3.21  3.79  3.75  -0.055
H  -2.89  4.69  3.88  0.028
H  -3.02  3.61  2.83  0.027
O  5.80  -1.38  -0.25  -0.054
H  5.24  -2.07  -0.63  0.025
H  5.31  -0.57  -0.39  0.028
O  0.08  2.28  -4.29  -0.054
H  0.19  2.22  -5.24  0.029
H  -0.82  2.57  -4.17  0.026
O  -3.38  -0.18  7.00  -0.054
H  -4.33  -0.31  6.95  0.027
H  -3.18  0.40  6.27  0.027
O  -3.34  -1.65  -4.20  -0.054
H  -3.05  -1.16  -3.43  0.027
H  -4.09  -1.15  -4.53  0.026

=====

2S+1 of number 4 (H16O8)?
1